27
Properties=species:S:1:pos:R:3:nbo_charge:R:1 method="wB97M-V/def2-TZVPD" orbital_gap_ev=9.63 smiles=Cc1ccc(O)cc1.CCC relative_energy_kcal_mol=32.1 homo_energy_ev=-8.751
C 0.0371 -3.4031 0.6733 -0.63
C 0.5275 -1.9792 0.6789 -0.04
C 0.1582 -1.1036 1.6862 -0.20
C 0.7873 0.1420 1.7778 -0.25
C 1.7268 0.4861 0.8419 0.27
O 2.2873 1.7506 0.8550 -0.73
C 2.0036 -0.3006 -0.2688 -0.25
C 1.3897 -1.5465 -0.3316 -0.19
H -1.0463 -3.5476 0.5924 0.22
H 0.3657 -3.9353 1.5677 0.22
H 0.4052 -3.9206 -0.1851 0.21
H -0.5612 -1.3980 2.4374 0.21
H 0.4153 0.8238 2.5254 0.22
H 3.0684 1.9247 1.3967 0.49
H 2.7484 0.0018 -0.9886 0.23
H 1.4160 -2.0295 -1.3052 0.21
C -1.4974 0.3889 -1.2390 -0.60
C -1.0787 1.6740 -0.5035 -0.41
C -1.6508 2.8512 -1.2861 -0.62
H -0.9877 0.3769 -2.2051 0.20
H -2.5659 0.3073 -1.4691 0.19
H -1.2676 -0.5045 -0.6655 0.21
H -1.3593 1.7339 0.5442 0.20
H -0.0043 1.5914 -0.5324 0.21
H -1.8482 2.6425 -2.3426 0.20
H -2.5410 3.3236 -0.8692 0.21
H -0.9278 3.6498 -1.3850 0.21


7
Properties=species:S:1:pos:R:3:nbo_charge:R:1 method="wB97M-V/def2-TZVPD" orbital_gap_ev="4.05 / 9.96" relative_energy_kcal_mol=67.2 homo_energy_ev="-4.064 / -6.565" charge=-1
C -2.4328 -0.0287 0.0566 0.60
C 1.8779 -0.1110 -0.1190 0.91
N -3.4940 0.4887 -0.0722 -0.52
O 0.8913 0.6467 -0.4841 -0.43
O 2.1680 -1.2716 0.0719 -0.68
O -1.5048 -0.7121 0.3316 -0.46
O 2.4944 0.9879 0.2152 -0.43


12
Properties=species:S:1:pos:R:3:nbo_charge:R:1 method="wB97M-V/def2-TZVPD" orbital_gap_ev=5.65 smiles=[O-]CCCS relative_energy_kcal_mol=39.7 homo_energy_ev=-2.384 charge=-1
O 2.0007 0.3294 -1.0768 -0.95
C 0.7401 0.1383 -1.4478 0.02
C -0.3691 0.2617 -0.2951 -0.47
C -0.1839 -0.6414 0.8827 -0.49
S -1.4714 -0.4006 2.2021 -0.13
H 0.5209 -0.8359 -1.9565 0.06
H 0.3339 0.9769 -2.0829 0.06
H -0.1385 1.2709 0.0859 0.18
H -1.3401 0.2999 -0.7971 0.17
H 0.8053 -0.3899 1.2637 0.24
H -0.1176 -1.6936 0.6014 0.20
H -0.7801 0.6844 2.6204 0.12


46
Properties=species:S:1:pos:R:3:nbo_charge:R:1 method="wB97M-V/def2-TZVPD" orbital_gap_ev=7.95 relative_energy_kcal_mol=92.6 homo_energy_ev=-8.178
C 2.1060 -0.0297 -1.0430 -0.74
C 1.1388 0.8360 -2.0443 0.54
C 1.3130 2.4940 -2.0798 -0.72
N 0.1679 0.1838 -2.8145 -0.76
B -1.0242 0.1015 -1.8481 0.61
C -2.6053 0.3145 -2.2783 -0.70
I -3.4574 -1.5925 -2.9536 0.11
C -3.3784 0.8266 -0.8866 -0.33
C -4.5623 1.9274 -1.1699 -0.66
I -4.1581 -0.9051 0.2381 0.09
H 3.2155 0.3502 -1.0572 0.24
H 2.0084 -1.2073 -1.1827 0.26
H 1.7089 0.1752 0.0631 0.26
H 0.4551 2.9612 -2.7663 0.25
H 2.3794 2.8406 -2.4158 0.25
H 1.0399 2.8509 -0.9782 0.24
H -0.7345 -0.0890 -0.7031 -0.10
H -2.7343 1.1449 -3.1002 0.26
H -2.5272 1.3948 -0.2719 0.23
H -4.1497 2.6596 -2.0138 0.21
H -5.5470 1.3843 -1.4954 0.23
H -4.7268 2.5773 -0.1835 0.23
C 5.1760 -2.3907 -1.1390 -0.63
C 5.7604 -1.3587 -2.0905 0.10
C 5.4803 -1.7205 -3.5404 -0.63
O 7.1686 -1.2741 -1.8883 -0.72
H 5.6186 -3.3781 -1.3120 0.20
H 5.3959 -2.1239 -0.0997 0.22
H 4.0909 -2.4683 -1.2588 0.21
H 5.3376 -0.3728 -1.8689 0.17
H 5.9337 -2.6842 -3.7985 0.20
H 5.9173 -0.9756 -4.2141 0.22
H 4.4044 -1.7781 -3.7323 0.21
H 7.5525 -2.1452 -2.0828 0.46
C -2.8308 0.2181 6.0220 -0.63
C -3.6585 0.6593 4.8253 0.09
C -4.8063 -0.3020 4.5607 -0.63
O -2.8233 0.7264 3.6724 -0.72
H -2.3864 -0.7684 5.8488 0.20
H -2.0012 0.9125 6.1930 0.22
H -3.4417 0.1718 6.9290 0.21
H -4.0543 1.6652 5.0023 0.17
H -4.4319 -1.3070 4.3357 0.20
H -5.3858 0.0214 3.6893 0.22
H -5.4764 -0.3639 5.4238 0.21
H -2.4674 -0.1626 3.5077 0.46


31
Properties=species:S:1:pos:R:3:nbo_charge:R:1 method="wB97M-V/def2-TZVPD" orbital_gap_ev=8.25 homo_energy_ev=-11.673 charge=+1
C 4.2830 -0.1830 2.4028 -0.26
O 3.5813 1.0745 2.4349 -0.51
C 2.6321 1.3040 1.4841 0.11
N 1.2483 1.4257 2.1598 -0.57
C 0.5613 0.2057 2.7017 0.74
F 1.3259 -0.3091 3.6528 -0.26
F -0.5913 0.6573 3.2045 -0.27
C 0.2509 -0.8358 1.5852 0.92
F 1.3649 -1.4612 1.2082 -0.29
F -0.2377 -0.1549 0.5385 -0.31
F -0.6177 -1.6981 2.0358 -0.26
H 5.1410 -0.0608 3.0596 0.23
H 4.6316 -0.3950 1.3914 0.19
H 3.6662 -1.0011 2.7677 0.19
H 2.7782 2.2871 1.0289 0.22
H 2.5615 0.5483 0.7003 0.21
H 0.5962 1.8603 1.4974 0.46
H 1.3534 2.0718 2.9513 0.46
C -2.4655 -0.8782 -1.8836 -0.43
C -3.3974 -1.1495 -3.0636 -0.43
C -3.4025 0.2026 -3.7655 -0.07
O -2.1111 0.7756 -3.5287 -0.53
C -1.4287 0.0370 -2.5266 -0.06
H -2.0277 -1.7809 -1.4575 0.21
H -3.0041 -0.3495 -1.0930 0.20
H -2.9688 -1.9141 -3.7138 0.21
H -4.3936 -1.4724 -2.7682 0.23
H -4.1674 0.8656 -3.3497 0.17
H -3.5577 0.1268 -4.8407 0.19
H -0.6225 -0.5427 -2.9919 0.17
H -0.9822 0.7440 -1.8218 0.16